1.
The following is a DFT calculation (the ωB97M-V functional and the def2-TZVPD basis) of C21H30NO13P3PbS3 as an isolated structure at a distorted geometry.

E_LUMO   -9.75 eV
Calculated total energy   -4261.707154 a.u.
Total charge   +2
Kohn-Sham gap   4.4590 eV

Each line ends with the Löwdin charge.
CARTESIAN COORDINATES (ANGSTROEM)
C1 -0.0795 -3.6729 1.0491  0.00
C2 -0.1615 -2.1952 1.6679  -0.38
O1 0.4234 -1.1841 1.1878  0.00
N1 -0.9348 -2.0503 2.9053  -0.14
C3 -0.4639 -0.9270 3.7634  -0.08
C4 -2.4091 -2.0445 2.6764  -0.17
C5 -3.0758 -0.5890 2.5314  -0.17
C6 -4.4253 -0.7469 1.6726  -0.16
C7 -4.3194 -0.2490 0.1483  -0.14
C8 -2.8406 -0.1915 -0.4356  -0.03
C9 -2.2433 -1.4920 -1.0359  -0.08
C10 -3.0090 -2.9078 -1.0672  -0.17
P1 -4.1912 -3.1079 -2.5292  0.63
O2 -3.7603 -4.3572 -3.3100  -0.32
O3 -4.2088 -1.7833 -3.5849  -0.18
O4 -5.7467 -3.4726 -1.8764  -0.16
C11 -0.7886 -1.5124 -1.6332  0.10
C12 -0.0287 -0.1616 -1.6183  -0.29
C13 -0.6618 1.2036 -1.0312  -0.12
C14 -2.0901 1.2102 -0.3942  -0.10
P2 -2.8401 2.7817 0.3587  0.34
O5 -1.6451 3.8085 1.0494  -0.24
O6 -3.9045 2.4301 1.6689  -0.25
S1 -3.9142 3.6555 -0.9966  0.39
C15 0.2835 2.4911 -1.1602  -0.44
O7 -0.1045 3.6444 -1.4373  0.06
C16 1.8709 2.1858 -0.9519  -0.12
P3 2.8270 3.5051 0.0006  0.41
O8 4.0430 2.7952 0.9996  -0.25
O9 3.5158 4.7108 -1.0130  -0.20
S2 1.5552 4.3209 1.2584  0.44
C17 2.4517 0.9457 -1.4532  -0.07
C18 3.9905 0.5759 -1.2320  -0.13
C19 5.0447 1.5766 -1.9072  -0.18
C20 6.5115 0.8971 -1.6696  -0.20
S3 7.1192 1.0435 0.0717  0.74
O10 6.4367 0.0906 1.0329  -0.33
O11 8.5789 0.6345 0.0450  -0.32
O12 7.0594 2.6018 0.6755  -0.17
C21 1.4997 -0.1118 -2.2160  -0.51
O13 1.8964 -0.8492 -3.1682  0.03
H1 0.6323 -4.3306 1.6783  0.12
H2 -1.0868 -4.2157 1.0244  0.08
H3 0.3587 -3.6922 -0.0147  0.08
H4 -0.4379 0.0929 3.2352  0.08
H5 0.6252 -1.1723 4.0585  0.12
H6 -1.0534 -0.9036 4.7410  0.12
H7 -2.8858 -2.5248 3.6160  0.15
H8 -2.7120 -2.7451 1.8098  0.10
H9 -2.3709 0.2326 2.1776  0.08
H10 -3.4076 -0.2821 3.5955  0.13
H11 -5.2181 -0.0780 2.1807  0.13
H12 -4.7459 -1.8446 1.6961  0.11
H13 -4.8997 -1.0038 -0.5078  0.12
H14 -4.8179 0.7638 -0.0085  0.10
H15 -2.2270 -3.7565 -1.0541  0.12
H16 -3.6401 -2.9825 -0.1135  0.08
H17 -4.2640 -2.1869 -4.4906  0.10
H18 -5.5618 -3.6777 -0.9223  0.07
H19 -0.3066 -2.4387 -2.0870  0.15
H20 -1.1161 3.3149 1.7198  0.05
H21 -4.8046 2.7797 1.4453  0.08
H22 3.5840 2.2915 1.7146  0.09
H23 4.3470 4.9770 -0.5306  0.10
H24 4.1380 -0.4864 -1.6614  0.14
H25 4.1993 0.4855 -0.1083  0.12
H26 4.8947 1.7260 -3.0379  0.14
H27 5.1051 2.6074 -1.4158  0.07
H28 7.2319 1.4751 -2.3379  0.13
H29 6.5479 -0.1959 -1.9951  0.14
H30 6.4835 3.1896 0.1338  0.06
Pb1 0.1478 1.0794 -3.5827  1.78

2.
The following is a DFT calculation (the ωB97M-V functional and the def2-TZVPD basis) of an isolated molecule of C21H30NO3P at a distorted geometry.

E_LUMO   0.84 eV
Calculated total energy   -1440.145717 a.u.
Total charge   0
Kohn-Sham gap   8.7262 eV
Energy above the lowest of the compared OMol25 structures with the same formula, charge and spin   0.0 kJ/mol

Each line ends with the Löwdin charge.
CARTESIAN COORDINATES (ANGSTROEM)
C1 -3.5538 -3.5965 -0.2071  -0.07
C2 -2.8769 -2.2296 -0.1449  -0.40
C3 -3.1929 -1.5269 1.1707  -0.06
C4 -1.3634 -2.3827 -0.3156  -0.20
O1 -0.7855 -1.1474 -0.7308  -0.19
P1 0.3473 -0.4504 0.1548  0.58
O2 0.2262 -0.6178 1.6075  -0.24
O3 1.7035 -1.0848 -0.4480  -0.19
C5 2.8200 -1.3185 0.3955  -0.22
C6 3.3340 -2.7516 0.2272  -0.40
C7 3.7792 -2.9892 -1.2133  -0.07
C8 2.2639 -3.7576 0.6407  -0.07
C9 0.2942 1.2985 -0.4892  -0.28
N1 -0.7245 2.0565 0.1804  0.05
C10 -2.0749 1.8206 -0.0276  -0.28
C11 -2.5878 1.3482 -1.2353  -0.04
C12 -3.9521 1.2051 -1.4058  -0.10
C13 -4.8343 1.5336 -0.3915  -0.11
C14 -4.3349 2.0163 0.8069  -0.10
C15 -2.9745 2.1568 0.9882  -0.04
C16 1.6672 1.8505 -0.2432  -0.23
C17 2.1477 1.9772 1.0554  -0.05
C18 3.4329 2.4351 1.2859  -0.07
C19 4.2555 2.7651 0.2221  -0.09
C20 3.7868 2.6343 -1.0739  -0.08
C21 2.5001 2.1796 -1.3046  -0.03
H1 -4.6258 -3.4870 -0.0657  0.08
H2 -3.3803 -4.0743 -1.1685  0.07
H3 -3.1680 -4.2456 0.5760  0.08
H4 -3.2365 -1.6086 -0.9715  0.13
H5 -4.2486 -1.2735 1.2260  0.08
H6 -2.9401 -2.1692 2.0116  0.09
H7 -2.6168 -0.6097 1.2542  0.06
H8 -0.9104 -2.7046 0.6274  0.12
H9 -1.1377 -3.1197 -1.0938  0.13
H10 2.5241 -1.1459 1.4353  0.12
H11 3.6026 -0.6009 0.1244  0.12
H12 4.1978 -2.8552 0.8936  0.14
H13 4.5841 -2.3088 -1.4815  0.08
H14 2.9444 -2.8190 -1.8880  0.08
H15 4.1307 -4.0104 -1.3398  0.08
H16 1.4088 -3.6851 -0.0274  0.07
H17 1.9265 -3.5589 1.6555  0.08
H18 2.6551 -4.7711 0.5943  0.08
H19 0.0922 1.2683 -1.5607  0.13
H20 -0.5063 2.2056 1.1580  0.12
H21 -1.9278 1.0823 -2.0452  0.10
H22 -4.3296 0.8320 -2.3474  0.10
H23 -5.8980 1.4157 -0.5326  0.10
H24 -5.0092 2.2778 1.6094  0.10
H25 -2.5897 2.5260 1.9290  0.11
H26 1.5203 1.7010 1.8900  0.11
H27 3.7952 2.5279 2.2990  0.11
H28 5.2595 3.1194 0.4026  0.10
H29 4.4246 2.8863 -1.9083  0.10
H30 2.1393 2.0756 -2.3176  0.12

3.
The following is a DFT calculation (the ωB97M-V functional and the def2-TZVPD basis) of C21H31BeN2O4SSi2 as an isolated structure.

E_LUMO   2.67 eV
Calculated total energy   -2221.514255 a.u.
Total charge   -1
Kohn-Sham gap   7.7086 eV
Energy above the lowest of the compared OMol25 structures with the same formula, charge and spin   0.0 kJ/mol

Each line ends with the Löwdin charge.
CARTESIAN COORDINATES (ANGSTROEM)
Be1 0.1812 0.4314 -0.4779  0.01
C1 3.0163 1.2019 -2.7759  -0.17
Si1 2.1572 -0.4687 -2.5829  0.49
C2 3.3943 -1.7712 -3.2295  -0.19
C3 0.7088 -0.5533 -3.8021  -0.17
C4 1.6045 -0.8084 -0.8316  -0.32
C5 0.4038 -1.6328 -0.8324  -0.37
C6 0.2664 -3.0004 -0.5311  -0.02
C7 -0.9636 -3.5970 -0.6644  -0.06
C8 -2.0689 -2.8389 -1.0681  -0.07
C9 -1.8913 -1.4900 -1.2583  -0.11
N1 -0.6985 -0.9050 -1.1439  0.08
Si2 2.9174 -1.1857 0.4443  0.49
C10 4.0090 0.3629 0.5972  -0.17
C11 2.1672 -1.6193 2.1174  -0.16
C12 4.1154 -2.6228 0.0569  -0.19
H1 3.2119 1.4296 -3.8267  0.03
H2 3.9702 1.2181 -2.2425  0.01
H3 2.3812 1.9882 -2.3616  0.02
H4 3.5581 -1.6431 -4.3034  0.02
H5 3.0338 -2.7900 -3.0632  0.03
H6 4.3640 -1.6766 -2.7355  0.00
H7 1.0378 -0.3704 -4.8274  0.03
H8 -0.0425 0.1954 -3.5420  0.03
H9 0.2285 -1.5350 -3.7696  0.03
H10 1.1385 -3.5601 -0.2199  0.10
H11 -1.0833 -4.6530 -0.4529  0.10
H12 -3.0426 -3.2918 -1.1874  0.10
H13 -2.7223 -0.8405 -1.5106  0.12
H14 3.4151 1.2515 0.3702  0.02
H15 4.8511 0.3384 -0.0994  0.02
H16 4.4114 0.4740 1.6070  0.02
H17 1.6827 -0.7528 2.5617  0.01
H18 2.9153 -1.9921 2.8212  0.03
H19 1.3931 -2.3839 2.0125  0.03
H20 4.6586 -2.4519 -0.8742  0.00
H21 3.5925 -3.5788 -0.0355  0.02
H22 4.8520 -2.7231 0.8586  0.02
C13 -6.2807 3.4046 2.0055  -0.06
C14 -5.0561 2.5275 2.0311  -0.28
C15 -4.3281 2.2957 0.8681  -0.04
C16 -3.1643 1.5423 0.8957  -0.05
C17 -2.7194 1.0149 2.0970  -0.26
C18 -3.4399 1.2229 3.2621  -0.05
C19 -4.6070 1.9701 3.2252  -0.05
S1 -1.1669 0.1047 2.1818  0.58
O1 -1.4530 -1.2608 1.8083  -0.30
O2 -0.6954 0.3309 3.5321  -0.32
N2 -0.2482 0.7753 1.0890  -0.21
C20 0.0907 2.1822 1.2904  -0.13
C21 0.2446 2.8041 -0.1043  -0.59
O3 0.3970 4.0077 -0.2418  0.03
O4 0.1941 1.9270 -1.0623  -0.04
H23 -6.7701 3.3686 1.0324  0.07
H24 -6.0030 4.4433 2.2002  0.08
H25 -6.9965 3.1014 2.7699  0.07
H26 -4.6676 2.7279 -0.0664  0.11
H27 -2.5845 1.3726 -0.0051  0.11
H28 -3.0642 0.8002 4.1846  0.11
H29 -5.1701 2.1394 4.1363  0.11
H30 1.0364 2.3036 1.8323  0.12
H31 -0.6719 2.7388 1.8407  0.12

4.
The following is a DFT calculation (the ωB97M-V functional and the def2-TZVPD basis) of C21H31Cl2CuN4O9Pd as an isolated structure at a distorted geometry.

<S²>   3.8553
E_LUMO (spin up / spin down)   -4.97 / -5.73 eV
Calculated total energy   -4403.013362 a.u.
Spin multiplicity   4
Total charge   +1
Kohn-Sham gap (spin up / spin down)   3.1112 / 2.3269 eV

Each line ends with the Löwdin charge.
CARTESIAN COORDINATES (ANGSTROEM)
C1 -3.3022 2.2683 -3.2563  -0.05
C2 -1.7121 2.2589 -3.1696  -0.10
N1 -1.3557 3.5792 -2.5239  -0.07
C3 -1.3320 4.7574 -3.2370  0.00
C4 -1.0051 5.7132 -2.2744  0.00
N2 -0.9810 5.1478 -0.9777  -0.07
C5 -1.2958 3.8376 -1.1965  0.02
C6 -0.8450 5.8720 0.2915  0.03
H1 -3.6914 1.2675 -3.4429  0.07
H2 -3.5853 2.8763 -4.1155  0.07
H3 -3.9189 2.4569 -2.3775  0.08
H4 -1.1849 2.1297 -4.1148  0.12
H5 -1.3896 1.4547 -2.5082  0.12
H6 -1.3857 4.8428 -4.3123  0.14
H7 -0.8231 6.7547 -2.4947  0.13
H8 -1.4922 3.1911 -0.3540  0.18
H9 0.1734 5.6668 0.6215  0.11
H10 -1.5797 5.4223 0.9595  0.11
H11 -1.0498 6.9394 0.2083  0.11
Cu1 2.7703 -2.2679 -0.5806  0.90
Pd1 5.3971 2.1135 2.3796  0.02
C7 4.8309 5.0749 -3.8180  0.14
C8 4.6055 3.8427 -3.0329  -0.25
C9 4.0896 2.5531 -3.7100  -0.28
O1 3.8545 1.5660 -3.0146  0.13
C10 3.8677 2.6071 -5.1253  0.10
C11 4.1318 3.7192 -5.7895  -0.25
C12 4.6318 4.9979 -5.1362  -0.32
O2 4.9462 6.0152 -5.8247  0.15
O3 3.9543 3.6445 -7.1017  0.13
O4 4.9281 3.7313 -1.8463  0.14
H12 5.1404 5.9731 -3.3045  0.15
H13 3.5856 1.6803 -5.6026  0.15
C13 1.9050 0.5472 2.1028  -1.11
O5 1.0917 0.1184 1.3364  0.05
O6 2.9378 -0.1724 2.2092  0.07
O7 2.0243 1.7024 2.4475  0.07
Cl1 -3.2998 4.3063 6.8216  0.55
C14 -2.1755 2.9460 6.8417  -0.71
C15 -2.0804 2.3603 5.4727  -0.66
Cl2 -3.7217 1.7353 5.0984  0.51
H14 -2.3389 2.2300 7.6472  0.08
H15 -1.1896 3.3978 6.9502  0.07
H16 -1.4393 1.4805 5.4179  0.08
H17 -1.6784 3.1367 4.8217  0.08
C16 1.9506 -6.5614 2.9272  -0.35
O8 2.4982 -5.6081 2.3544  -0.03
N3 2.2412 -7.0021 4.1508  -0.21
C17 1.7843 -8.2930 4.6107  -0.06
C18 3.2413 -6.2642 4.9625  -0.01
H18 1.1565 -7.2360 2.5712  0.13
H19 1.1413 -8.2757 5.4906  0.10
H20 2.5286 -9.0869 4.5501  0.10
H21 1.0958 -8.6491 3.8444  0.07
H22 4.0966 -6.9204 4.8010  0.10
H23 3.4346 -5.2999 4.4926  0.08
H24 2.8802 -6.1339 5.9826  0.09
C19 -2.8392 -4.0360 -1.0414  -0.30
O9 -1.5930 -4.2787 -1.2449  -0.08
N4 -3.8163 -4.8445 -1.4935  -0.17
C20 -5.2175 -4.7116 -0.9972  -0.04
C21 -3.5538 -6.0331 -2.3882  -0.03
H25 -3.1647 -3.2263 -0.3700  0.13
H26 -5.8852 -5.0675 -1.7818  0.08
H27 -5.4194 -3.6446 -0.9027  0.08
H28 -5.3711 -5.2068 -0.0384  0.09
H29 -2.5271 -6.0903 -2.7497  0.07
H30 -3.5149 -6.9631 -1.8211  0.09
H31 -4.1595 -6.0426 -3.2945  0.09